Record 1
The following is a DFT calculation (the ωB97M-V functional and the def2-TZVPD basis) of a gas-phase ion, C4H5N2S (charge +1).

Values from the calculation:
E_HOMO ... -14.398 eV
Structure (SMILES) ... CCC#[N+]N=C=S
Net charge ... +1
Frontier orbital gap ... 8.818 eV

Each line ends with the Löwdin charge.
CARTESIAN COORDINATES (ANGSTROEM)
C  0.498  0.483  -0.016  -0.006
C  -0.599  -0.596  0.173  -0.156
C  -0.908  -1.177  1.411  0.157
N  -0.779  -1.182  2.578  0.170
N  -0.930  -1.585  3.756  0.075
C  -0.313  -1.702  4.777  -0.691
S  0.490  -1.977  6.029  0.979
H  0.080  1.412  -0.101  0.064
H  1.067  0.261  -0.850  0.070
H  1.246  0.378  0.740  0.086
H  -0.389  -1.392  -0.504  0.133
H  -1.387  -0.252  -0.408  0.120

***

Record 2
The following is a DFT calculation (the ωB97M-V functional and the def2-TZVPD basis) of a molecular structure, C13H15BeNS.

Values from the calculation:
E_HOMO (alpha / beta) ... 2.208 / 2.068 eV
Net charge ... -2
Frontier orbital gap (alpha / beta) ... 3.414 / 3.520 eV

Each line ends with the Löwdin charge.
CARTESIAN COORDINATES (ANGSTROEM)
C  -1.832  0.770  -1.438  -0.096
C  -2.391  -0.330  -0.712  -0.292
C  -1.944  -1.590  -1.371  -0.179
C  -1.312  -1.362  -2.547  -0.086
C  -1.227  0.133  -2.741  -0.543
Be  -1.518  0.496  0.936  -0.127
N  0.030  0.627  -2.436  -0.100
C  -1.813  1.734  2.078  -0.369
C  -2.532  0.593  2.349  -0.384
H  -2.202  -2.546  -1.035  0.057
H  -3.413  -0.265  -0.238  0.091
H  -0.968  -2.014  -3.363  0.079
H  -1.083  0.770  -3.732  0.105
H  -2.199  1.791  -1.337  0.077
H  -3.546  0.451  1.970  0.008
H  -0.792  2.136  2.483  0.042
H  -0.157  1.637  -2.685  0.011
H  -2.276  -0.144  3.109  0.010
H  -2.228  2.546  1.387  0.024
S  -0.201  -1.129  1.146  0.725
C  1.461  -0.765  0.816  -0.638
C  2.278  -0.862  1.968  -0.180
C  3.624  -0.534  1.900  -0.155
C  4.203  -0.111  0.698  -0.164
C  3.419  -0.025  -0.450  -0.133
C  2.080  -0.389  -0.409  -0.100
H  1.781  -1.156  2.898  0.070
H  4.203  -0.624  2.804  0.068
H  5.252  0.146  0.657  0.062
H  3.826  0.311  -1.393  0.079
H  1.478  -0.295  -1.313  0.041

***

Record 3
The following is a DFT calculation (the ωB97M-V functional and the def2-TZVPD basis) of 2 unconnected molecules or ions with the total composition C5H13NO.

Values from the calculation:
E_HOMO ... -8.181 eV
Structure (SMILES) ... CN1CCCC1.O
Frontier orbital gap ... 9.045 eV

Each line ends with the Löwdin charge.
CARTESIAN COORDINATES (ANGSTROEM)
C  -0.654  -0.191  2.153  -0.161
N  -1.281  -0.443  0.893  -0.204
C  -2.098  0.773  0.498  -0.186
C  -1.541  1.524  -0.715  -0.130
C  -0.509  0.492  -1.381  -0.147
C  -0.247  -0.566  -0.297  -0.158
H  -1.376  0.238  2.878  0.076
H  -0.052  -1.107  2.583  0.120
H  -0.048  0.746  1.932  0.093
H  -2.049  1.437  1.312  0.079
H  -3.084  0.455  0.239  0.100
H  -2.351  1.926  -1.183  0.069
H  -0.946  2.303  -0.393  0.071
H  -0.796  0.139  -2.390  0.093
H  0.540  0.798  -1.693  0.113
H  0.679  -0.438  0.156  0.062
H  -0.168  -1.604  -0.680  0.109
O  5.058  -2.119  -0.965  -0.081
H  4.952  -2.551  -1.843  0.047
H  5.969  -1.812  -1.104  0.034

***

Record 4
The following is a DFT calculation (the ωB97M-V functional and the def2-TZVPD basis) of 2 unconnected molecules or ions with the total composition C4H13NOS2.

Values from the calculation:
Spin multiplicity ... 2
E_HOMO (alpha / beta) ... -12.492 / -12.456 eV
Net charge ... +1
Frontier orbital gap (alpha / beta) ... 9.417 / 4.935 eV

Each line ends with the Mulliken spin population.
CARTESIAN COORDINATES (ANGSTROEM)
S  -2.600  1.405  0.631  0.014
S  -0.941  2.418  1.172  0.009
C  0.363  1.782  0.060  -0.003
C  1.065  0.598  0.718  0.009
C  0.119  -0.607  0.860  0.031
N  0.768  -1.854  0.831  0.761
C  0.104  -3.098  1.029  0.008
H  -3.086  2.183  -0.354  0.000
H  1.070  2.600  -0.026  0.000
H  -0.037  1.496  -0.913  0.001
H  1.529  0.846  1.663  0.004
H  1.874  0.271  0.040  -0.004
H  -0.512  -0.506  1.749  0.041
H  -0.637  -0.550  0.058  0.071
H  1.704  -1.825  0.454  -0.032
H  -0.962  -2.940  1.209  0.002
H  0.565  -3.568  1.856  0.048
H  0.225  -3.800  0.193  0.039
H  -0.673  1.075  -3.918  0.000
H  0.507  2.101  -3.651  0.000
O  -0.445  1.973  -3.661  0.000

***

So what do the calculations give for max |F|? Going down the list: 3.7, 7.4, 4.7, 1.5 eV/A.
So what do the calculations give for relative energy (zero: lowest compared OMol25 entry of this formula, charge and spin)? Going down the list: 46.0, 49.1, 63.9, 0.0 kcal/mol.